# C4H7NO2

2 unconnected molecules or ions with the total composition C4H7NO2 (the ωB97M-V functional and the def2-TZVPD basis, the OMol25 dataset).

Values from the calculation:
**Highest occupied orbital energy**: -0.36347 hartree
**E_LUMO**: 0.0042 hartree
**Charge**: 0
**ΔE to the lowest compared entry with this formula, charge and spin**: 2.630 eV
**Structure (SMILES)**: CC(C)=O.N#CO
**Maximum force**: 3.110 eV/A

```
14
C4H7NO2 (the ωB97M-V functional and the def2-TZVPD basis)
C 0.038 -0.165 -0.621
C -0.914 0.973 -0.882
C -0.588 -1.523 -0.464
O 1.263 -0.034 -0.804
O 0.643 0.293 1.689
C 1.867 0.671 1.264
N 2.863 1.245 1.311
H 0.543 0.361 2.651
H -0.365 1.905 -0.994
H -1.630 1.061 -0.068
H -1.464 0.775 -1.801
H -1.257 -1.524 0.395
H 0.178 -2.281 -0.326
H -1.176 -1.756 -1.351
```

Mulliken atomic charge list, values in e, 2 entries: atom 1 (C): 1.044, atom 2 (C): -1.227

***

# C6H12Cl12F6O4P2V2

A molecular structure, C6H12Cl12F6O4P2V2 (the ωB97M-V functional and the def2-TZVPD basis, the OMol25 dataset).

Values from the calculation:
**Highest occupied orbital energy (alpha / beta)**: -0.07594 / -0.19962 hartree
**E_LUMO (alpha / beta)**: 0.0763 / 0.0751 hartree
**Charge**: -1
**<S²>**: 15.7618
**Multiplicity**: 8
**Maximum force**: 12.974 eV/A

```
44
C6H12Cl12F6O4P2V2 (the ωB97M-V functional and the def2-TZVPD basis)
V 5.944 18.863 37.861
V 6.629 16.068 35.491
P 7.524 18.170 36.192
O 7.868 19.405 37.030
O 6.986 17.228 37.244
O 8.258 17.318 35.164
O 6.049 18.120 35.952
P 4.485 14.193 35.755
F 4.453 15.769 35.527
F 5.610 14.478 36.826
F 3.291 14.490 36.882
F 4.477 12.559 36.059
F 3.382 14.034 34.535
F 5.752 14.119 34.745
C 8.838 18.334 40.061
Cl 8.621 16.580 40.322
Cl 7.262 19.135 40.289
H 9.475 18.671 40.879
H 9.219 18.526 39.058
C 10.950 21.129 35.276
Cl 11.574 20.299 33.851
Cl 10.571 22.835 34.957
H 10.005 20.641 35.516
H 11.639 21.043 36.117
C 11.053 17.317 36.457
Cl 12.354 18.079 37.524
Cl 11.724 16.002 35.450
H 10.256 16.949 37.103
H 10.724 18.132 35.813
C 9.927 17.490 32.186
Cl 8.584 17.586 31.001
Cl 11.381 18.109 31.361
H 9.638 18.172 32.986
H 10.129 16.458 32.470
C 5.413 18.600 33.046
Cl 3.828 18.723 32.151
Cl 5.778 16.842 33.180
H 6.136 19.078 32.385
H 5.404 19.193 33.960
C 6.941 22.273 36.372
Cl 7.102 22.515 38.194
Cl 5.409 21.456 35.985
H 7.031 23.232 35.861
H 7.773 21.649 36.046
```

Mulliken atomic charge list, values in e, 2 entries: atom 1 (V): 0.098, atom 2 (V): 0.491

***

# C3H3NO

C3H3NO in the gas phase (the ωB97M-V functional and the def2-TZVPD basis, the OMol25 dataset).

Values from the calculation:
**Highest occupied orbital energy**: -0.35088 hartree
**E_LUMO**: 0.0309 hartree
**Charge**: 0
**ΔE to the lowest compared entry with this formula, charge and spin**: 0.112 eV
**Structure (SMILES)**: C=CN=C=O
**Maximum force**: 0.805 eV/A

```
8
C3H3NO (the ωB97M-V functional and the def2-TZVPD basis)
O -1.804 0.628 -2.044
C 0.375 -0.928 0.701
C 0.567 0.372 0.499
N 0.016 1.088 -0.578
C -0.914 0.806 -1.305
H 0.801 -1.428 1.563
H 1.172 0.986 1.158
H -0.213 -1.524 0.007
```

Mulliken atomic charge list, values in e, 2 entries: atom 1 (O): -0.420, atom 2 (C): -0.775

***

# C33H30GeIN6O4PtS

A molecular structure, C33H30GeIN6O4PtS (the ωB97M-V functional and the def2-TZVPD basis, the OMol25 dataset).

Values from the calculation:
**Highest occupied orbital energy (alpha / beta)**: -0.67781 / -0.67818 hartree
**E_LUMO (alpha / beta)**: -0.5213 / -0.5204 hartree
**Charge**: +4
**<S²>**: 0.7788
**ΔE to the lowest compared entry with this formula, charge and spin**: 1.854 eV
**Multiplicity**: 2
**Maximum force**: 2.122 eV/A

```
77
C33H30GeIN6O4PtS (the ωB97M-V functional and the def2-TZVPD basis)
Pt -1.973 0.702 -0.812
N -1.582 4.944 -0.740
C -0.197 4.880 -0.700
C 0.748 5.867 -0.591
C 2.075 5.436 -0.606
C 2.418 4.064 -0.732
C 1.464 3.094 -0.847
C 0.110 3.494 -0.829
N -1.052 2.788 -0.959
C -2.051 3.711 -0.870
C -3.433 3.314 -0.903
C -4.582 4.040 -0.911
S -5.927 2.999 -0.821
C -4.906 1.650 -0.783
N -3.633 1.955 -0.847
H -2.138 5.783 -0.642
H 0.499 6.916 -0.509
H 2.869 6.168 -0.526
H 3.468 3.802 -0.738
H 1.733 2.057 -0.938
H -4.716 5.111 -0.954
H -5.273 0.637 -0.736
O -0.728 -1.658 -1.493
N -0.423 -0.667 -0.905
N -3.649 -2.805 -1.395
C -3.380 -1.815 -2.194
O -3.263 -0.617 -1.748
C -3.266 -2.004 -3.675
I -3.343 -3.993 -4.398
H -3.737 -2.664 -0.398
H -3.782 -3.735 -1.783
H -2.334 -1.541 -3.994
H -4.080 -1.442 -4.136
C 1.869 0.181 -2.509
Ge 1.746 -0.704 -0.786
C 2.182 0.106 0.893
C 3.422 -0.224 1.449
C 3.816 0.321 2.663
C 2.969 1.188 3.339
C 1.729 1.515 2.798
C 1.340 0.980 1.582
C 2.321 -2.568 -0.956
C 3.132 -2.837 -2.064
C 3.694 -4.089 -2.275
C 3.439 -5.125 -1.378
C 2.637 -4.894 -0.254
C 2.411 -5.931 0.683
C 1.659 -5.708 1.847
C 1.123 -4.460 2.074
C 1.331 -3.417 1.157
C 2.076 -3.607 -0.026
H 2.851 0.645 -2.622
H 1.121 0.963 -2.637
H 1.736 -0.547 -3.309
H 4.093 -0.910 0.942
H 4.780 0.067 3.082
H 3.274 1.609 4.288
H 1.077 2.198 3.329
H 0.377 1.254 1.170
H 3.354 -2.061 -2.787
H 4.327 -4.262 -3.136
H 3.870 -6.105 -1.543
H 2.833 -6.911 0.496
H 1.514 -6.515 2.553
H 0.542 -4.269 2.966
H 0.907 -2.445 1.387
O -1.211 -1.492 1.359
C -1.644 -0.500 1.907
C -1.824 -0.247 3.380
C -2.161 1.243 3.481
C -2.211 1.738 2.054
O -2.332 2.873 1.674
N -2.054 0.627 1.211
H -0.913 -0.530 3.907
H -2.618 -0.898 3.748
H -1.407 1.823 4.012
H -3.116 1.455 3.963
```

Mulliken atomic charge list, values in e, 2 entries: atom 1 (Pt): 2.009, atom 2 (N): 0.062

***

# C24H40ClN7Pb

A molecular structure, C24H40ClN7Pb (the ωB97M-V functional and the def2-TZVPD basis, the OMol25 dataset).

Values from the calculation:
**Highest occupied orbital energy (alpha / beta)**: 0.01155 / 0.09653 hartree
**E_LUMO (alpha / beta)**: 0.1411 / 0.1430 hartree
**Charge**: -2
**Maximum force**: 6.437 eV/A

```
73
C24H40ClN7Pb (the ωB97M-V functional and the def2-TZVPD basis)
Pb 0.167 0.082 1.916
Cl 0.710 -1.060 -0.035
C 0.248 1.403 5.959
C -0.004 1.094 3.844
N 0.602 0.610 4.915
H -1.074 3.146 6.009
N -0.731 2.139 4.155
H 0.620 1.237 6.958
C 1.607 -0.538 4.962
C 2.208 -0.574 6.346
C 0.890 -1.854 4.674
H 1.468 -0.789 7.127
H 2.955 -1.387 6.375
H 2.735 0.358 6.596
H 3.484 -1.037 4.031
H 3.142 0.717 4.064
H 0.436 -1.864 3.673
C 2.689 -0.277 3.928
H 0.105 -2.055 5.418
H 1.617 -2.681 4.711
H 2.318 -0.356 2.890
C -0.588 2.337 5.494
C -3.027 2.538 3.307
H -3.405 2.490 4.338
H -3.668 3.239 2.745
C -1.584 3.037 3.271
H -1.652 3.779 1.264
C -1.506 4.438 3.847
H -0.466 4.777 3.963
H -3.131 1.541 2.851
H -1.115 2.086 1.344
H -2.020 4.541 4.812
H -2.004 5.133 3.150
C -1.045 3.064 1.853
H -0.001 3.401 1.822
C 0.377 -2.437 -6.464
N 0.737 -2.202 -5.142
H -0.725 -1.124 -7.853
N -0.312 -0.451 -5.814
H 0.608 -3.349 -6.999
C 1.483 -3.127 -4.258
C 1.807 -4.412 -4.989
C 2.762 -2.416 -3.825
H 2.446 -4.241 -5.866
H 2.359 -5.084 -4.310
H 0.902 -4.946 -5.309
H 1.140 -4.053 -2.325
H -0.320 -3.924 -3.337
H 2.527 -1.466 -3.334
C 0.605 -3.406 -3.042
H 3.408 -2.210 -4.692
H 3.333 -3.048 -3.123
H 0.336 -2.472 -2.537
C -0.285 -1.334 -6.888
C 0.164 1.901 -5.464
H 0.938 1.914 -6.247
H -0.258 2.918 -5.393
C -0.932 0.895 -5.800
H -2.455 1.898 -4.622
C -1.550 1.207 -7.147
H -2.348 0.501 -7.410
H 0.640 1.648 -4.511
H -1.555 0.630 -3.740
H -0.804 1.216 -7.953
H -2.002 2.212 -7.111
C -1.995 0.899 -4.706
H -2.797 0.179 -4.935
C 0.311 -0.993 -4.764
N -1.543 -0.744 3.264
C -2.062 -0.884 4.327
N -2.541 -1.092 5.454
C -1.951 -0.792 6.640
N -1.425 -0.523 7.644
```

Mulliken atomic charge list, values in e, 2 entries: atom 1 (Pb): 0.578, atom 2 (Cl): -0.649

***

# C4H14NO7

5 unconnected molecules or ions with the total composition C4H14NO7 (the ωB97M-V functional and the def2-TZVPD basis, the OMol25 dataset).

Values from the calculation:
**Highest occupied orbital energy**: -0.19753 hartree
**E_LUMO**: 0.1038 hartree
**Charge**: -1
**ΔE to the lowest compared entry with this formula, charge and spin**: 0.462 eV
**Maximum force**: 3.524 eV/A

```
26
C4H14NO7 (the ωB97M-V functional and the def2-TZVPD basis)
O 0.824 -0.517 -0.530
C 0.217 0.537 -0.440
N 0.706 1.784 -0.655
C 1.978 2.067 -1.430
O 2.657 1.195 -1.924
O 2.089 3.328 -1.435
C -1.250 0.494 0.045
C -1.320 1.026 1.499
H 0.031 2.527 -0.604
H -1.926 1.055 -0.596
H -1.670 -0.507 -0.092
H -0.736 0.412 2.178
H -2.350 0.850 1.843
H -1.040 2.063 1.588
H 0.446 -2.410 0.455
H 1.754 -3.088 0.610
O 0.813 -3.266 0.745
H -1.940 2.334 -2.316
H -1.656 0.930 -2.541
O -2.234 1.617 -2.892
H 3.343 -1.812 -1.659
H 2.308 -1.345 -0.682
O 3.177 -1.822 -0.697
H -1.353 -1.898 3.659
H -1.288 -2.749 2.473
O -1.580 -2.805 3.399
```

Mulliken atomic charge list, values in e, 2 entries: atom 1 (O): -0.719, atom 2 (C): 0.491

***

# CH2N4O3

CH2N4O3 in the gas phase (the ωB97M-V functional and the def2-TZVPD basis, the OMol25 dataset).

Values from the calculation:
**Highest occupied orbital energy**: -0.35576 hartree
**E_LUMO**: 0.0010 hartree
**Charge**: 0
**ΔE to the lowest compared entry with this formula, charge and spin**: 3.826 eV
**Structure (SMILES)**: [O-]/[N+](O)=N/N=C=NO
**Maximum force**: 6.401 eV/A

```
10
CH2N4O3 (the ωB97M-V functional and the def2-TZVPD basis)
C 1.481 0.230 0.335
N 2.263 -0.384 -0.277
N 0.430 0.576 0.710
N -0.431 1.209 -0.130
N -1.563 0.796 -0.091
O -1.748 -0.241 0.797
O -2.525 1.346 -0.525
O 1.993 -1.540 -0.899
H -2.722 0.059 1.057
H 2.822 -2.050 -0.977
```

Mulliken atomic charge list, values in e, 2 entries: atom 1 (C): 0.573, atom 2 (N): -0.352

***

# C10H14N3

A gas-phase ion, C10H14N3 (charge +1) (the ωB97M-V functional and the def2-TZVPD basis, the OMol25 dataset).

Values from the calculation:
**Highest occupied orbital energy (alpha / beta)**: -0.39444 / -0.39469 hartree
**E_LUMO (alpha / beta)**: -0.1642 / -0.1642 hartree
**Charge**: +1
**ΔE to the lowest compared entry with this formula, charge and spin**: 3.557 eV
**Maximum force**: 4.313 eV/A

```
27
C10H14N3 (the ωB97M-V functional and the def2-TZVPD basis)
C 3.197 0.891 0.024
C 3.248 -0.467 -0.404
C 1.972 1.371 0.493
C 2.129 -1.292 -0.336
C 0.839 0.630 0.472
C 0.871 -0.699 0.051
C -0.512 1.229 0.851
C -0.378 -1.462 0.108
C -1.512 1.277 -0.167
C -2.943 1.483 0.331
N -1.569 -3.462 0.361
N -0.490 -2.742 0.121
N -1.176 1.365 -1.437
H 4.036 1.521 -0.061
H 4.113 -0.942 -0.813
H 1.975 2.506 0.693
H 2.227 -2.398 -0.441
H -1.053 0.625 1.651
H -0.490 2.271 1.333
H -1.311 -1.043 0.347
H -3.379 2.243 -0.423
H -3.013 1.895 1.297
H -3.437 0.529 0.221
H -1.348 -4.387 -0.048
H -0.371 1.013 -1.814
H -1.838 1.414 -2.203
H 0.215 -3.368 -0.206
```

Mulliken atomic charge list, values in e, 2 entries: atom 1 (C): -0.873, atom 2 (C): -0.463